(1)
Density functional theory data (ωB97M-V/def2-TZVPD) for a cluster of 3 separate species, C5H14O2 in total.

Last column: Mulliken charge in e.
Element x y z (Å)
C (-1.83, -0.34, 2.01)  -0.75
C (-0.82, -0.89, 1.36)  -0.73
C (-0.39, -0.65, -0.08)  -0.17
C (-0.62, 0.78, -0.55)  0.21
C (-0.49, 1.03, -2.05)  -1.27
H (-2.58, 0.38, 1.70)  0.24
H (-2.03, -0.55, 3.07)  0.24
H (-0.20, -1.57, 1.94)  0.51
H (0.67, -0.87, -0.02)  -0.07
H (-0.90, -1.38, -0.70)  0.37
H (0.06, 1.38, 0.07)  0.21
H (-1.60, 1.10, -0.20)  0.21
H (0.53, 1.32, -2.32)  0.30
H (-0.61, 0.09, -2.58)  0.28
H (-1.13, 1.83, -2.37)  0.38
O (2.32, -0.98, -2.21)  -0.64
H (1.41, -1.01, -2.50)  0.32
H (2.40, -0.90, -1.26)  0.33
O (2.08, 0.07, 2.16)  -0.64
H (1.14, 0.27, 2.19)  0.35
H (2.57, 0.89, 2.33)  0.31

Properties
Kohn-Sham gap = 10.853 eV
LUMO level = 0.028 Ha
SMILES = C=CCCC.O.O

=====

(2)
Density functional theory data (ωB97M-V/def2-TZVPD) for a cluster of 2 separate species, C5H14O2 in total.

Last column: Mulliken charge in e.
Element x y z (Å)
C (2.19, 4.08, 2.10)  -1.02
C (3.35, 3.23, 1.62)  -0.26
O (2.91, 2.47, 0.51)  -0.28
C (3.95, 1.66, 0.01)  -0.76
H (1.85, 4.76, 1.30)  0.27
H (1.35, 3.44, 2.40)  0.18
H (2.50, 4.69, 2.97)  0.37
H (3.70, 2.55, 2.42)  0.30
H (4.20, 3.87, 1.32)  0.36
H (3.55, 1.09, -0.85)  0.24
H (4.30, 0.94, 0.76)  0.32
H (4.81, 2.26, -0.34)  0.29
C (-0.55, 1.57, 1.12)  -0.56
O (-0.15, 1.40, 2.47)  -0.32
C (0.83, 0.39, 2.57)  -0.43
H (-1.31, 2.36, 1.09)  0.21
H (-0.98, 0.64, 0.71)  0.30
H (0.30, 1.87, 0.48)  0.20
H (0.45, -0.58, 2.22)  0.32
H (1.74, 0.64, 2.00)  0.06
H (1.10, 0.30, 3.64)  0.21

Properties
Kohn-Sham gap = 10.744 eV
LUMO level = 0.038 Ha
SMILES = CCOC.COC

=====

(3)
Density functional theory data (ωB97M-V/def2-TZVPD) for a cluster of 2 separate species, C5H14O2 in total.

Last column: Mulliken charge in e.
Element x y z (Å)
C (-2.20, 1.15, -1.88)  -1.41
C (-1.08, 0.55, -0.96)  0.72
C (0.32, 1.01, -1.36)  -1.50
C (-1.32, 0.59, 0.56)  -0.51
C (-0.54, -0.53, 1.25)  -0.73
O (-0.96, -1.83, 0.74)  -0.51
H (-3.07, 1.16, -1.23)  0.37
H (-2.26, 0.53, -2.77)  0.35
H (-2.00, 2.19, -2.14)  0.32
H (-1.09, -0.50, -1.28)  0.19
H (0.49, 2.01, -0.92)  0.34
H (1.11, 0.33, -1.05)  0.36
H (0.32, 1.23, -2.43)  0.40
H (-2.35, 0.60, 0.90)  0.35
H (-0.80, 1.49, 0.91)  0.26
H (-0.54, -0.51, 2.34)  0.38
H (0.53, -0.43, 1.02)  0.28
H (-1.69, -1.99, 1.33)  0.32
O (5.98, -2.56, 2.53)  -0.63
H (5.79, -1.63, 2.58)  0.31
H (5.37, -2.88, 1.87)  0.32

Properties
Kohn-Sham gap = 11.073 eV
LUMO level = 0.023 Ha
SMILES = CC(C)CCO.O

=====

Quick one: least stable of them? (2)

=====

(1)
Density functional theory data (ωB97M-V/def2-TZVPD) for a structure of composition C3H4ClN2O2S2.

Last column: Mulliken charge in e.
Element x y z (Å)
C (-2.71, -1.17, -0.03)  -0.29
C (-2.65, -0.74, -1.39)  -0.17
C (0.50, -0.13, 0.72)  -0.68
N (-1.75, -0.81, 0.88)  -0.60
N (-0.85, -0.07, 0.26)  0.38
O (-2.11, -3.96, -2.91)  -0.62
O (-0.55, -3.47, -1.09)  -0.51
S (-1.29, 0.18, -1.44)  0.04
S (-1.39, -2.90, -2.14)  0.73
Cl (0.11, -2.14, -3.62)  -0.48
H (-3.53, -1.70, 0.46)  0.36
H (0.82, -1.11, 0.38)  0.28
H (0.91, 0.67, 0.13)  0.25
H (0.48, -0.07, 1.74)  0.31

Properties
Kohn-Sham gap = 7.333 eV
LUMO level = 0.111 Ha
Charge = -1

=====

(2)
Density functional theory data (ωB97M-V/def2-TZVPD) for the ion C3H4ClN2O2S2 with charge -1.

Last column: Mulliken charge in e.
Element x y z (Å)
C (-2.33, -0.40, 0.65)  -0.62
N (-1.47, 0.62, 0.15)  0.09
N (-0.96, 0.37, -1.09)  -0.51
C (0.26, 0.72, -1.24)  -0.39
C (1.01, 1.04, -0.15)  0.09
S (2.41, -0.10, 0.01)  0.91
O (3.37, 0.16, 1.09)  -0.57
O (2.99, -0.18, -1.31)  -0.58
Cl (1.81, -2.21, 0.48)  -0.42
S (-0.01, 1.37, 1.12)  -0.19
H (-2.47, -0.04, 1.68)  0.21
H (-3.33, -0.38, -0.02)  0.21
H (-2.00, -1.35, 0.78)  0.32
H (0.72, 0.37, -2.16)  0.44

Properties
Kohn-Sham gap (spin up / spin down) = 6.850 / 6.849 eV
LUMO level (spin up / spin down) = 0.119 / 0.119 Ha
SMILES = Cn1ncc(=[S@](=O)([O-])Cl)s1
Charge = -1

=====

Quick one: least stable of them? (2)

=====

(1)
Density functional theory data (ωB97M-V/def2-TZVPD) for a structure of composition CH4NOPS.

Last column: Mulliken charge in e.
Element x y z (Å)
C (0.08, 0.72, -0.50)  -0.36
N (-0.53, -0.42, 1.70)  -0.39
O (-1.15, 1.12, -0.11)  -0.27
P (0.41, -0.93, 0.37)  0.07
S (-1.14, 1.26, 1.50)  0.09
H (0.00, 0.37, -1.50)  0.26
H (0.99, 1.52, -0.54)  0.26
H (-0.23, -0.55, 2.83)  0.30
H (-0.67, -1.50, -0.26)  0.03

Properties
Kohn-Sham gap = 8.507 eV
LUMO level = 0.018 Ha

=====

(2)
Density functional theory data (ωB97M-V/def2-TZVPD) for a structure of composition CH4NOPS.

Last column: Mulliken charge in e.
Element x y z (Å)
C (0.86, -0.85, -0.62)  -0.37
N (-0.56, 1.50, 1.84)  -0.18
O (0.69, -0.47, -1.85)  -0.42
P (-1.23, 2.30, 3.11)  0.03
S (-0.48, 0.06, 1.02)  -0.06
H (0.52, -1.91, -0.21)  0.28
H (1.83, -0.66, -0.22)  0.34
H (0.83, 0.47, -1.94)  0.38
H (-1.97, 1.39, 3.93)  0.00

Properties
Kohn-Sham gap = 7.570 eV
LUMO level = -0.017 Ha

=====

(3)
Density functional theory data (ωB97M-V/def2-TZVPD) for an isolated molecule of CH4NOPS.

Last column: Mulliken charge in e.
Element x y z (Å)
C (0.03, 1.04, 0.16)  -0.29
O (-1.35, 1.03, 0.48)  -0.32
S (-2.21, -0.19, -0.19)  0.10
N (-0.92, -1.31, 0.38)  -0.33
P (0.71, -0.85, 0.21)  0.06
H (0.21, 1.60, -0.85)  0.23
H (0.39, 1.69, 0.91)  0.26
H (-1.17, -2.29, 0.56)  0.28
H (1.34, -0.88, -1.19)  0.03

Properties
Kohn-Sham gap = 8.862 eV
LUMO level = 0.014 Ha
SMILES = C1OSNP1

=====

Quick one: least stable of them? (2)

=====

(1)
Density functional theory data (ωB97M-V/def2-TZVPD) for the ion C8H9F3N3S with charge +1.

Last column: Mulliken charge in e.
Element x y z (Å)
C (1.77, -0.38, -1.38)  -1.34
C (2.30, -0.13, 0.09)  0.19
C (3.26, 1.10, 0.29)  -1.24
C (0.98, -0.06, 1.19)  0.30
C (0.22, -1.25, 1.00)  -0.55
N (-1.14, -0.61, 0.45)  1.01
N (-2.32, -1.00, 0.04)  -1.00
C (-3.09, -0.03, -0.16)  0.15
C (-4.51, -0.26, -0.54)  0.89
F (-5.24, -0.01, 0.56)  -0.22
F (-4.80, 0.56, -1.51)  -0.22
F (-4.83, -1.49, -0.97)  -0.24
S (-2.47, 1.60, 0.15)  -0.05
C (-0.94, 0.75, 0.55)  0.15
N (0.22, 1.10, 1.00)  -0.51
H (0.83, 0.10, -1.62)  0.35
H (1.91, -1.36, -1.68)  0.36
H (2.48, 0.26, -1.86)  0.42
H (2.82, -1.04, 0.39)  0.53
H (3.46, 1.67, -0.65)  0.36
H (4.22, 0.83, 0.80)  0.32
H (2.86, 2.01, 0.76)  0.36
H (1.77, -0.10, 1.98)  0.50
H (0.23, -2.27, 1.15)  0.48

Properties
Kohn-Sham gap (spin up / spin down) = 7.643 / 7.641 eV
LUMO level (spin up / spin down) = -0.230 / -0.230 Ha
SMILES = CC(C)[C@@H]1C=[n+]2nc(C(F)(F)F)sc2=N1
Charge = +1

=====

(2)
Density functional theory data (ωB97M-V/def2-TZVPD) for the ion C8H9F3N3S with charge +1.

Last column: Mulliken charge in e.
Element x y z (Å)
C (0.20, 0.60, -1.03)  -1.39
C (-0.41, 0.08, 0.26)  0.03
C (-1.20, -1.21, -0.14)  -1.19
C (0.76, -0.30, 1.33)  0.21
C (1.63, 0.90, 1.44)  -0.35
N (2.85, 0.50, 1.02)  1.04
N (4.05, 0.97, 0.69)  -1.11
C (4.70, 0.05, 0.03)  0.24
C (6.17, 0.36, -0.52)  0.88
F (6.18, 1.13, -1.55)  -0.20
F (6.82, 0.93, 0.49)  -0.23
F (6.78, -0.79, -0.77)  -0.25
S (4.19, -1.56, -0.12)  -0.03
C (2.74, -0.92, 0.69)  0.06
N (1.55, -1.33, 0.89)  -0.49
H (0.97, -0.19, -1.50)  0.20
H (0.77, 1.46, -0.85)  0.45
H (-0.49, 0.63, -1.84)  0.44
H (-0.93, 0.95, 0.63)  0.40
H (-0.49, -1.96, -0.71)  0.28
H (-1.86, -0.76, -0.79)  0.49
H (-1.82, -1.55, 0.73)  0.35
H (0.26, -0.52, 2.18)  0.63
H (1.40, 1.91, 1.59)  0.54

Properties
Kohn-Sham gap = 8.580 eV
LUMO level = -0.210 Ha
SMILES = CC(C)[C@@H]1C=[n+]2nc(C(F)(F)F)sc2=N1
Charge = +1

=====

Quick one: least stable of them? (1)